1.
# C14H18BeNSSi

A molecular structure, C14H18BeNSSi (the ωB97M-V functional and the def2-TZVPD basis, the OMol25 dataset).

```
! RIJCOSX wB97M-V def2-TZVPD def2/J DEFGRID3
* xyz 1 1
Be 0.087 -0.708 1.890
C 0.435 0.636 4.097
C 1.800 0.386 3.982
C 2.249 -0.871 3.594
C 1.338 -1.898 3.370
C -0.026 -1.684 3.591
C -0.482 -0.394 3.916
H 0.083 1.625 4.356
H 2.509 1.181 4.174
H 3.308 -1.054 3.467
H 1.680 -2.881 3.075
H -0.732 -2.494 3.471
H -1.541 -0.216 4.042
C -1.206 -1.769 -3.144
Si -1.275 0.068 -2.829
C -2.958 0.624 -2.248
C -0.749 1.020 -4.345
C -0.005 0.484 -1.460
C 1.063 1.349 -1.681
C 2.000 1.662 -0.694
C 1.857 1.091 0.545
N 0.841 0.255 0.790
C -0.068 -0.050 -0.175
S -1.255 -1.183 0.514
H -1.906 -2.036 -3.938
H -1.472 -2.348 -2.259
H -0.209 -2.077 -3.465
H -3.703 0.418 -3.019
H -2.972 1.697 -2.052
H -3.269 0.107 -1.340
H -1.449 0.811 -5.157
H 0.244 0.731 -4.695
H -0.759 2.100 -4.183
H 1.180 1.802 -2.659
H 2.821 2.335 -0.890
H 2.542 1.283 1.360
*
```

Results
Frontier orbital gap ... 8.055 eV
HOMO level ... -0.433 hartree
Electronic energy ... -1301.35809 hartree

Here are the natural (NBO) charges for atoms 1 to 2, given in e: number 1, Be, carries 1.5577; number 2, C, carries -0.1786

---

2.
# C4H6FN3

C4H6FN3 in the gas phase in a non-equilibrium geometry (the ωB97M-V functional and the def2-TZVPD basis, the OMol25 dataset).

```
! RIJCOSX wB97M-V def2-TZVPD def2/J DEFGRID3
* xyz 0 1
N 1.382 -0.417 -1.608
C 0.327 0.023 -0.771
C -0.672 0.861 -1.217
N -1.549 1.123 -0.119
C -1.124 0.338 0.895
F -1.507 0.382 2.161
C 0.194 -0.183 0.637
N 1.169 -0.779 1.452
H 0.913 -0.839 -2.394
H 1.798 -1.064 -0.974
H -0.741 1.096 -2.227
H -2.519 1.385 -0.021
H 1.549 -0.180 2.351
H 0.779 -1.746 1.836
*
```

Results
SMILES ... Nc1c[nH]c(F)c1N
Frontier orbital gap ... 8.496 eV
HOMO level ... -0.282 hartree
Energy above the lowest of the compared OMol25 structures with the same formula, charge and spin ... 36.82 kcal/mol
Electronic energy ... -420.08497 hartree

Here are the natural (NBO) charges for atoms 1 to 2, given in e: number 1, N, carries -0.8031; number 2, C, carries 0.1053

---

3.
# C6H13NS

C6H13NS in the gas phase in a non-equilibrium geometry (the ωB97M-V functional and the def2-TZVPD basis, the OMol25 dataset).

```
! RIJCOSX wB97M-V def2-TZVPD def2/J DEFGRID3
* xyz 0 1
C -2.126 0.755 -2.608
S -0.433 0.413 -1.934
C -0.838 -0.071 -0.213
C 0.361 -0.195 0.725
C -0.167 -0.712 2.119
C 1.527 -1.079 0.090
N 2.200 0.166 -0.203
C 1.399 0.962 0.701
H -2.503 1.645 -2.158
H -2.776 -0.098 -2.418
H -1.985 0.934 -3.678
H -1.472 -0.951 -0.156
H -1.500 0.740 0.233
H -0.965 -1.428 2.040
H 0.661 -0.980 2.835
H -0.657 0.132 2.529
H 1.906 -1.714 0.903
H 1.263 -1.761 -0.749
H 3.220 0.225 -0.067
H 1.878 1.126 1.706
H 1.007 1.892 0.304
*
```

Results
SMILES ... CSCC1(C)CNC1
Frontier orbital gap ... 9.237 eV
HOMO level ... -0.305 hartree
Energy above the lowest of the compared OMol25 structures with the same formula, charge and spin ... 34.06 kcal/mol
Electronic energy ... -689.29969 hartree

Here are the natural (NBO) charges for atoms 1 to 2, given in e: number 1, C, carries -0.7185; number 2, S, carries 0.1774

---

4.
# H2O4S

H2O4S in the gas phase in a non-equilibrium geometry (the ωB97M-V functional and the def2-TZVPD basis, the OMol25 dataset).

```
! RIJCOSX wB97M-V def2-TZVPD def2/J DEFGRID3
* xyz 0 1
O 0.106 -0.492 1.584
O -1.296 1.012 0.249
O 0.535 -0.456 -1.058
O 1.434 0.532 -1.606
S 0.097 0.699 0.478
H -0.674 -0.780 2.041
H -0.203 -0.514 -1.689
*
```

Results
Frontier orbital gap ... 7.984 eV
HOMO level ... -0.326 hartree
Energy above the lowest of the compared OMol25 structures with the same formula, charge and spin ... 56.14 kcal/mol
Electronic energy ... -700.13941 hartree

Here are the natural (NBO) charges for atoms 1 to 2, given in e: number 1, O, carries -0.9014; number 2, O, carries -0.8548

---

5.
# C28H17Cl2IrN4O3S

A molecular structure, C28H17Cl2IrN4O3S in a non-equilibrium geometry (the ωB97M-V functional and the def2-TZVPD basis, the OMol25 dataset).

```
! RIJCOSX wB97M-V def2-TZVPD def2/J DEFGRID3
* xyz 0 5
Ir -1.474 0.738 -0.569
Cl -8.317 -0.056 0.600
C -6.780 0.600 0.130
C -5.636 -0.166 0.334
C -4.351 0.394 0.025
N -3.136 -0.055 0.412
C -3.064 -0.445 1.789
O -3.905 -1.061 2.424
C -1.914 0.196 2.392
C -1.569 -0.023 3.726
C -0.375 0.556 4.203
C 0.339 1.393 3.296
C -0.146 1.619 2.034
N -1.223 1.016 1.544
C -4.318 1.590 -0.774
C -5.474 2.396 -0.985
C -6.666 1.894 -0.426
Cl -7.924 3.120 -0.388
N -3.041 1.839 -1.249
C -2.810 2.692 -2.324
O -3.645 3.427 -2.885
C -1.417 2.589 -2.791
C -1.040 3.392 -3.891
C 0.268 3.373 -4.329
C 1.129 2.519 -3.658
C 0.662 1.614 -2.725
N -0.549 1.765 -2.155
H -5.660 -1.184 0.798
H -2.223 -0.665 4.379
H -0.039 0.345 5.220
H 1.199 1.929 3.628
H 0.303 2.414 1.428
H -5.412 3.269 -1.600
H -1.783 4.019 -4.385
H 0.550 4.029 -5.146
H 2.174 2.449 -3.986
H 1.272 0.837 -2.323
C 6.955 -5.879 0.305
C 6.366 -4.529 0.016
O 6.353 -4.033 -1.100
S 6.022 -3.626 1.486
C 4.876 -2.447 0.960
C 4.748 -1.883 -0.339
C 3.592 -1.215 -0.595
C 2.525 -1.117 0.330
C 2.810 -1.412 1.712
C 3.972 -2.083 1.994
C 1.247 -0.716 -0.091
C 0.107 -0.311 -0.337
H 7.835 -5.957 -0.329
H 6.270 -6.681 -0.024
H 7.123 -5.904 1.370
H 5.524 -2.176 -1.035
H 3.371 -0.792 -1.564
H 2.070 -1.175 2.502
H 4.229 -2.419 2.965
*
```

Results
Frontier orbital gap (alpha / beta) ... 4.049 / 5.813 eV
⟨S²⟩ ... 6.102
HOMO level (alpha / beta) ... -0.185 / -0.308 hartree
Electronic energy ... -2944.67418 hartree

Here are the natural (NBO) charges for atoms 1 to 2, given in e: number 1, Ir, carries 1.0888; number 2, Cl, carries 0.0453

---

6.
# C7H15N5O2

A gas-phase ion, C7H15N5O2 (charge +2) in a non-equilibrium geometry (the ωB97M-V functional and the def2-TZVPD basis, the OMol25 dataset).

```
! RIJCOSX wB97M-V def2-TZVPD def2/J DEFGRID3
* xyz 2 1
H 2.231 2.604 -0.347
N 1.974 1.606 -0.134
C 2.877 0.741 -0.332
N 4.195 0.838 -0.575
N 2.461 -0.550 -0.074
C 1.219 -1.088 0.172
N 0.953 -2.421 -0.048
N 0.225 -0.287 0.757
O 0.690 0.517 1.792
C -1.114 -0.444 0.525
C -2.164 0.110 1.422
C -3.189 1.100 0.534
O -3.302 0.586 -0.764
C -2.197 0.321 -1.446
C -1.573 -0.942 -0.728
H 4.759 -0.007 -0.709
H 4.496 1.809 -0.775
H 3.205 -1.158 -0.213
H 1.626 -3.120 -0.496
H 0.419 -2.914 0.642
H 1.143 1.284 1.127
H -1.889 0.800 2.149
H -2.848 -0.615 1.774
H -4.187 1.078 1.161
H -2.870 2.155 0.506
H -1.369 0.963 -1.574
H -2.474 -0.105 -2.362
H -2.376 -1.555 -0.562
H -0.920 -1.305 -1.420
*
```

Results
SMILES ... [H]/N=C(\N)NC(=[NH2+])[N+](O)=C1CCOCC1
Frontier orbital gap ... 7.962 eV
HOMO level ... -0.631 hartree
Energy above the lowest of the compared OMol25 structures with the same formula, charge and spin ... 14.02 kcal/mol
Electronic energy ... -699.25349 hartree

Here are the natural (NBO) charges for atoms 1 to 2, given in e: number 1, H, carries 0.4138; number 2, N, carries -0.7921

---

7.
# C24H36P2PbSi

A molecular structure, C24H36P2PbSi in a non-equilibrium geometry (the ωB97M-V functional and the def2-TZVPD basis, the OMol25 dataset).

```
! RIJCOSX wB97M-V def2-TZVPD def2/J DEFGRID3
* xyz 2 1
C -3.007 -1.202 2.796
C -3.757 -1.479 1.627
C -2.880 -2.050 0.652
H -4.837 -1.389 1.542
C -1.543 -2.069 1.223
C -1.651 -1.552 2.562
H -0.852 -1.570 3.313
H -3.409 -0.874 3.751
H -3.151 -2.561 -0.271
H -0.660 -2.548 0.788
Pb -1.910 0.268 0.605
C 2.236 -1.093 -1.837
H 2.714 -1.743 -2.580
H 2.330 -0.038 -2.057
H 2.666 -1.269 -0.843
Si 0.266 -1.577 -1.498
C -0.845 -0.392 -2.412
C -2.271 -0.501 -2.411
H -2.811 -1.267 -1.830
C -3.042 0.331 -3.221
H -4.132 0.246 -3.144
C -2.424 1.206 -4.120
H -3.033 1.817 -4.785
C -1.028 1.282 -4.179
H -0.535 1.921 -4.911
C -0.243 0.519 -3.306
H 0.846 0.589 -3.367
C 0.274 -3.070 -2.731
C -0.388 -2.986 -3.970
H -1.025 -2.139 -4.207
C -0.212 -3.975 -4.950
H -0.758 -3.892 -5.891
C 0.629 -5.062 -4.721
H 0.715 -5.856 -5.474
C 1.346 -5.138 -3.522
H 2.033 -5.979 -3.382
C 1.176 -4.149 -2.529
H 1.772 -4.182 -1.610
H 3.857 0.077 -3.871
H 4.324 -0.026 -3.287
C 0.481 3.493 0.935
P 2.276 3.591 1.352
C 2.223 4.785 2.757
C 2.508 1.981 2.274
C 1.842 1.770 3.642
P -0.006 1.481 3.619
C -0.094 0.419 5.121
C -0.601 3.044 4.418
H 0.248 4.396 0.351
H -0.172 3.471 1.819
H 0.289 2.619 0.296
H 3.156 4.701 3.329
H 2.174 5.788 2.314
H 1.358 4.634 3.416
H 2.219 1.177 1.577
H 3.602 1.927 2.408
H 2.262 0.853 4.083
H 2.052 2.598 4.339
H 0.192 0.987 6.017
H -1.124 0.055 5.230
H 0.578 -0.442 4.999
H 0.135 3.452 5.129
H -0.860 3.806 3.674
H -1.518 2.786 4.961
*
```

Results
Frontier orbital gap (alpha / beta) ... 3.581 / 3.581 eV
HOMO level (alpha / beta) ... -0.474 / -0.474 hartree
Energy above the lowest of the compared OMol25 structures with the same formula, charge and spin ... 51.09 kcal/mol
Electronic energy ... -2100.43628 hartree

Here are the natural (NBO) charges for atoms 1 to 2, given in e: number 1, C, carries -0.2671; number 2, C, carries -0.2574

---

8.
# C39H68F3NO11

8 unconnected molecules or ions with the total composition C39H68F3NO11 in a non-equilibrium geometry (the ωB97M-V functional and the def2-TZVPD basis, the OMol25 dataset).

```
! RIJCOSX wB97M-V def2-TZVPD def2/J DEFGRID3
* xyz 0 1
C -1.008 -4.678 -1.401
C -0.125 -3.912 -2.386
N -0.280 -2.457 -2.217
C -0.358 -1.698 -3.468
C -1.845 -1.473 -3.828
C -2.625 -1.175 -2.592
C -3.823 -1.596 -2.174
C -4.745 -2.550 -2.868
F -4.095 -3.667 -3.254
F -5.757 -2.923 -2.075
F -5.280 -2.002 -3.983
C -4.110 -0.916 -0.875
O -5.135 -0.647 -0.351
O -2.872 -0.494 -0.389
C -2.127 -0.236 -1.524
O -1.343 0.650 -1.632
C 0.667 -1.935 -1.266
C 2.035 -1.524 -1.738
O 0.352 -1.872 -0.103
H -1.991 -4.205 -1.389
H -0.605 -4.557 -0.394
H -1.085 -5.733 -1.657
H -0.397 -4.175 -3.411
H 0.923 -4.209 -2.257
H 0.125 -0.730 -3.369
H 0.092 -2.254 -4.296
H -2.258 -2.348 -4.326
H -1.921 -0.600 -4.483
H 2.490 -0.960 -0.929
H 2.640 -2.420 -1.885
H 2.036 -0.932 -2.647
C -5.167 0.693 2.716
C -5.224 2.065 3.386
C -4.546 1.784 4.719
O -3.592 0.748 4.481
C -3.813 0.178 3.185
H -5.251 0.726 1.635
H -5.969 0.057 3.101
H -4.638 2.786 2.811
H -6.234 2.458 3.501
H -5.270 1.426 5.461
H -4.036 2.657 5.130
H -3.011 0.504 2.515
H -3.773 -0.909 3.265
C -6.210 -0.493 7.748
C -6.678 -1.348 6.575
C -6.528 -2.754 7.138
O -6.758 -2.649 8.545
C -6.759 -1.275 8.934
H -6.572 0.534 7.713
H -5.118 -0.469 7.779
H -7.727 -1.138 6.355
H -6.101 -1.195 5.663
H -5.516 -3.140 6.976
H -7.240 -3.463 6.713
H -7.788 -0.976 9.163
H -6.158 -1.161 9.837
C 5.504 -1.810 -5.878
C 5.682 -0.544 -5.049
C 4.396 -0.521 -4.237
O 4.017 -1.889 -4.038
C 4.803 -2.731 -4.887
H 6.439 -2.226 -6.250
H 4.857 -1.607 -6.735
H 6.543 -0.651 -4.383
H 5.824 0.349 -5.647
H 3.592 -0.014 -4.784
H 4.511 -0.039 -3.264
H 5.528 -3.271 -4.268
H 4.149 -3.460 -5.367
C -9.271 5.239 1.683
C -9.865 5.753 2.993
C -9.616 4.575 3.926
O -8.418 3.947 3.467
C -8.063 4.457 2.180
H -9.002 6.028 0.982
H -9.978 4.569 1.188
H -9.312 6.630 3.336
H -10.918 6.020 2.923
H -10.435 3.849 3.875
H -9.485 4.874 4.966
H -7.188 5.106 2.293
H -7.794 3.624 1.529
C 4.620 2.830 0.749
C 3.098 2.750 0.648
C 2.905 1.445 -0.112
O 4.003 0.604 0.250
C 4.991 1.367 0.951
H 4.974 3.467 1.558
H 5.039 3.202 -0.189
H 2.660 2.672 1.645
H 2.644 3.601 0.143
H 2.941 1.610 -1.196
H 1.970 0.939 0.131
H 4.963 1.090 2.008
H 5.979 1.122 0.558
C 5.814 -1.526 5.141
C 7.056 -1.964 4.369
C 7.148 -0.883 3.300
O 6.617 0.309 3.885
C 5.953 -0.010 5.111
H 5.763 -1.923 6.154
H 4.913 -1.834 4.608
H 7.934 -1.932 5.017
H 6.980 -2.965 3.948
H 6.543 -1.141 2.424
H 8.171 -0.696 2.971
H 6.565 0.350 5.945
H 4.993 0.506 5.139
C 8.623 0.629 -9.477
C 8.808 1.894 -8.641
C 7.513 1.924 -7.841
O 7.126 0.561 -7.649
C 7.910 -0.287 -8.492
H 9.556 0.206 -9.845
H 7.980 0.837 -10.335
H 9.663 1.780 -7.972
H 8.957 2.795 -9.233
H 6.718 2.441 -8.390
H 7.625 2.402 -6.866
H 8.626 -0.835 -7.870
H 7.253 -1.009 -8.979
*
```

Results
SMILES ... CCN(CCC1=C(C(F)(F)F)C(=O)OC1=O)C(C)=O.C1CCOC1.C1CCOC1.C1CCOC1.C1CCOC1.C1CCOC1.C1CCOC1.C1CCOC1
Frontier orbital gap ... 8.199 eV
HOMO level ... -0.328 hartree
Electronic energy ... -2708.71600 hartree

Here are the Löwdin charges for atoms 1 to 2, given in e: number 1, C, carries -0.0632; number 2, C, carries -0.2069

---

9.
# C5H14N2O2

2 unconnected molecules or ions with the total composition C5H14N2O2 in a non-equilibrium geometry (the ωB97M-V functional and the def2-TZVPD basis, the OMol25 dataset).

```
! RIJCOSX wB97M-V def2-TZVPD def2/J DEFGRID3
* xyz 1 2
C 0.687 0.695 -0.338
N 0.296 0.433 1.068
C 1.361 0.497 2.005
N 2.017 -0.622 2.310
O 1.510 1.596 2.487
C 0.428 -0.487 -1.220
C -1.061 -0.858 -1.386
C -1.565 -2.235 -1.142
H 0.128 1.575 -0.612
H 1.730 0.962 -0.403
H -0.597 0.850 1.303
H 1.833 -1.440 1.740
H 2.862 -0.616 2.872
H 0.934 -0.332 -2.185
H 0.918 -1.405 -0.871
H -1.508 -0.175 -0.643
H -1.327 -0.425 -2.448
H -2.723 -2.138 -1.281
H -1.363 -2.932 -1.951
H -1.256 -2.618 -0.135
H -1.711 3.108 -0.155
H -0.477 2.935 0.581
O -1.117 3.631 0.405
*
```

Results
Frontier orbital gap (alpha / beta) ... 11.554 / 6.578 eV
⟨S²⟩ ... 0.758
HOMO level (alpha / beta) ... -0.555 / -0.555 hartree
Energy above the lowest of the compared OMol25 structures with the same formula, charge and spin ... 27.17 kcal/mol
Electronic energy ... -458.55738 hartree

Here are the natural (NBO) charges for atoms 1 to 2, given in e: number 1, C, carries -0.2550; number 2, N, carries -0.3059

---

10.
# C3H3O4Tl

A molecular structure, C3H3O4Tl in a non-equilibrium geometry (the ωB97M-V functional and the def2-TZVPD basis, the OMol25 dataset).

```
! RIJCOSX wB97M-V def2-TZVPD def2/J DEFGRID3
* xyz 0 1
C -2.156 0.590 -0.787
C -1.655 -0.746 -1.117
O -0.498 -1.097 -0.829
H -2.273 1.169 -1.732
H -2.385 -1.493 -1.489
H -3.024 0.493 0.079
C 4.292 -0.119 1.665
O 5.387 -0.224 2.007
O 3.175 -0.088 1.346
Tl 0.704 0.329 0.571
O -1.567 1.186 0.286
*
```

Results
Frontier orbital gap ... 7.604 eV
HOMO level ... -0.274 hartree
Energy above the lowest of the compared OMol25 structures with the same formula, charge and spin ... 38.94 kcal/mol
Electronic energy ... -589.48729 hartree

Here are the natural (NBO) charges for atoms 1 to 2, given in e: number 1, C, carries -0.2197; number 2, C, carries 0.4124

---

11.
# C3H10N2O2

2 unconnected molecules or ions with the total composition C3H10N2O2 in a non-equilibrium geometry (the ωB97M-V functional and the def2-TZVPD basis, the OMol25 dataset).

```
! RIJCOSX wB97M-V def2-TZVPD def2/J DEFGRID3
* xyz 0 1
C -1.683 -0.629 0.858
C -0.957 0.152 -0.332
N -1.795 0.140 -1.483
C 0.543 -0.160 -0.702
N 1.192 0.752 -1.601
O 1.162 -0.909 0.044
H -1.618 -1.747 0.705
H -1.270 -0.477 1.946
H -2.691 -0.362 1.061
H -0.802 1.274 -0.032
H -1.809 -0.748 -2.021
H -2.791 0.328 -1.257
H 2.189 0.903 -1.490
H 0.519 0.996 -2.298
O 1.523 0.558 2.597
H 1.523 0.173 1.669
H 2.071 0.051 3.230
*
```

Results
SMILES ... C[C@H](N)C(N)=O.O
Frontier orbital gap ... 10.330 eV
HOMO level ... -0.354 hartree
Energy above the lowest of the compared OMol25 structures with the same formula, charge and spin ... 39.41 kcal/mol
Electronic energy ... -380.27387 hartree

Here are the natural (NBO) charges for atoms 1 to 2, given in e: number 1, C, carries -0.6455; number 2, C, carries -0.1291